Density functional theory data (the ωB97M-V functional and the def2-TZVPD basis) for 8 unconnected molecules or ions with the total composition C24H56N8O8 in a non-equilibrium geometry.

The value obtained for the HOMO-LUMO gap (spin up / spin down) is 0.2767 / 0.0974 Ha. Its energy relative to the best compared isomer or geometry (same formula, charge and spin) is 122.5 kJ/mol. For the HOMO energy (spin up / spin down), the calculation gives -10.8394 / -10.8271 eV.

```
! wB97M-V def2-TZVPD RIJCOSX def2/J DEFGRID3
* xyz 1 2
O 13.279 -3.567 3.873
O 7.963 -3.430 7.155
O 14.160 -1.141 10.530
O 6.082 6.476 9.136
O 2.185 3.773 10.045
O 8.665 1.326 8.096
O 7.068 2.155 4.054
O 3.914 -1.793 6.211
N 8.537 -3.215 5.065
N 8.455 3.398 5.176
N 13.907 -1.696 4.858
N 3.944 -1.285 4.029
N 7.359 -0.484 8.093
N 12.537 0.333 10.556
N 7.441 5.532 7.620
N 3.361 5.570 9.483
C 13.230 -2.821 4.805
C 12.252 -3.069 5.942
C 3.241 4.280 9.780
C 9.837 -0.750 7.871
C 13.148 -0.814 11.008
C 6.258 7.550 6.972
C 12.932 1.143 9.430
C 7.866 4.363 8.405
C 7.747 -2.035 4.717
C 7.416 3.264 4.363
C 8.497 -3.924 6.166
C 8.986 -5.358 6.078
C 4.441 3.387 9.684
C 6.108 0.253 8.121
C 6.567 6.468 8.047
C 14.893 -1.374 3.837
C 3.341 -3.504 4.734
C 3.695 -2.093 5.094
C 4.424 0.038 4.210
C 8.625 0.081 8.115
C 6.531 4.489 4.109
C 9.243 2.252 5.448
C 2.334 6.608 9.578
C 12.517 -1.589 12.070
H 9.791 2.040 4.530
H 13.060 -1.365 12.988
H 6.173 0.941 7.278
H 5.240 4.077 9.411
H 6.069 4.501 3.122
H 1.282 6.420 9.791
H 11.470 -1.293 12.145
H 9.588 -1.633 8.460
H 10.829 -0.423 8.182
H 6.946 -1.888 5.441
H 13.327 2.144 9.601
H 3.829 -1.568 3.067
H 7.349 -2.027 3.702
H 4.783 0.602 3.349
H 5.234 -0.128 4.920
H 4.199 -4.114 5.018
H 8.823 4.334 5.273
H 11.705 0.482 11.109
H 2.485 -3.892 5.284
H 5.696 4.367 4.799
H 9.571 -5.677 6.941
H 5.361 8.054 7.332
H 3.683 0.704 4.653
H 6.113 7.101 5.989
H 7.106 3.606 8.209
H 8.739 1.321 5.707
H 13.619 -0.980 5.510
H 2.306 7.200 8.663
H 5.362 -0.538 8.044
H 12.637 -2.640 11.810
H 7.326 -1.429 7.738
H 14.950 -0.286 3.797
H 12.128 1.404 8.741
H 13.665 0.642 8.797
H 4.164 2.791 8.814
H 11.255 -2.646 5.821
H 2.654 7.399 10.257
H 7.970 4.617 9.460
H 12.422 -2.442 6.818
H 4.639 2.949 10.662
H 15.806 -1.959 3.950
H 8.756 3.847 8.043
H 7.650 5.441 6.636
H 3.164 -3.624 3.665
H 7.131 5.337 4.439
H 9.216 -3.338 4.328
H 9.602 -5.549 5.199
H 12.300 -4.134 6.166
H 8.136 -6.040 6.053
H 7.067 8.261 6.805
H 6.005 0.814 9.050
H 9.884 -1.133 6.852
H 14.497 -1.599 2.846
H 4.318 5.885 9.419
H 8.297 -1.100 4.821
H 10.038 2.384 6.183
*
```

From a Mulliken analysis of the wavefunction, the atomic charges in e read: atom 1 (O): -0.620, atom 2 (O): -0.681, atom 3 (O): -0.575, atom 4 (O): -0.765, atom 5 (O): -0.664, atom 6 (O): -0.315, atom 7 (O): -0.594, atom 8 (O): -0.549, atom 9 (N): -0.011, atom 10 (N): -0.151, atom 11 (N): -0.140, atom 12 (N): -0.161, atom 13 (N): 0.269, atom 14 (N): -0.181, atom 15 (N): -0.002, atom 16 (N): -0.080, atom 17 (C): 0.610, atom 18 (C): -0.591, atom 19 (C): 0.459, atom 20 (C): -0.409, atom 21 (C): 0.743, atom 22 (C): -1.105, atom 23 (C): -0.732, atom 24 (C): -0.876, atom 25 (C): -0.652, atom 26 (C): 0.566, atom 27 (C): 0.694, atom 28 (C): -1.264, atom 29 (C): -0.113, atom 30 (C): -0.689, atom 31 (C): 0.811, atom 32 (C): -0.893, atom 33 (C): -1.004, atom 34 (C): 0.641, atom 35 (C): -0.557, atom 36 (C): 0.374, atom 37 (C): -1.071, atom 38 (C): -0.800, atom 39 (C): -1.036, atom 40 (C): -1.022, atom 41 (H): 0.495, atom 42 (H): 0.267, atom 43 (H): 0.217, atom 44 (H): -0.196, atom 45 (H): 0.409, atom 46 (H): 0.350, atom 47 (H): 0.326, atom 48 (H): 0.491, atom 49 (H): 0.090, atom 50 (H): -0.103, atom 51 (H): 0.372, atom 52 (H): 0.257, atom 53 (H): 0.410, atom 54 (H): 0.369, atom 55 (H): -0.140, atom 56 (H): 0.199, atom 57 (H): 0.432, atom 58 (H): 0.156, atom 59 (H): 0.319, atom 60 (H): 0.247, atom 61 (H): 0.330, atom 62 (H): 0.350, atom 63 (H): 0.307, atom 64 (H): 0.258, atom 65 (H): 0.196, atom 66 (H): -0.187, atom 67 (H): 0.218, atom 68 (H): 0.330, atom 69 (H): 0.410, atom 70 (H): 0.305, atom 71 (H): 0.267, atom 72 (H): 0.349, atom 73 (H): 0.011, atom 74 (H): 0.355, atom 75 (H): 0.156, atom 76 (H): -0.109, atom 77 (H): 0.338, atom 78 (H): 0.351, atom 79 (H): 0.292, atom 80 (H): 0.325, atom 81 (H): 0.253, atom 82 (H): 0.386, atom 83 (H): 0.037, atom 84 (H): 0.334, atom 85 (H): 0.288, atom 86 (H): 0.270, atom 87 (H): 0.376, atom 88 (H): 0.313, atom 89 (H): 0.348, atom 90 (H): 0.313, atom 91 (H): 0.358, atom 92 (H): -0.160, atom 93 (H): 0.317, atom 94 (H): 0.185, atom 95 (H): 0.269, atom 96 (H): 0.427


Density functional theory data (the ωB97M-V functional and the def2-TZVPD basis) for a molecular structure, C16H41F6IN20O16 in a non-equilibrium geometry.

The value obtained for the HOMO-LUMO gap is 0.2900 Ha. For the HOMO energy, the calculation gives -9.2897 eV.

```
! wB97M-V def2-TZVPD RIJCOSX def2/J DEFGRID3
* xyz 0 1
I 6.637 -3.019 -0.659
F -0.781 -2.088 -0.025
F 1.348 -2.144 0.406
F 0.858 -0.246 -3.330
F 0.941 0.347 0.130
F -0.796 0.098 -1.078
F 1.305 1.477 -2.154
O 6.329 -1.115 2.455
O -1.995 -0.262 -7.066
O -4.935 -1.289 -2.858
O -4.685 -3.738 -6.480
O -3.125 3.672 -0.407
O 3.338 2.950 0.993
O -1.762 -1.123 4.928
O 3.363 -1.465 -2.297
O -1.371 -3.457 7.090
O 6.153 -2.828 7.623
O 3.577 0.650 -1.709
O 0.932 4.968 -3.045
O 4.878 -3.033 -1.638
O -0.260 -2.824 -2.798
O 1.447 -3.630 -1.700
O 4.123 -1.582 -0.175
N -2.090 -3.593 9.237
N -7.111 -0.662 -2.733
N 6.797 1.087 2.775
N 5.830 -2.129 5.491
N 6.320 -0.615 7.148
N -2.776 -1.877 7.861
N -3.967 2.005 0.876
N -0.077 -2.629 4.696
N -1.233 1.709 -7.883
N -0.520 3.493 -2.116
N 4.732 0.429 2.022
N -1.216 5.603 -2.662
N -5.011 4.050 0.793
N 3.325 5.180 0.578
N -3.287 -2.244 -5.507
N 2.968 3.685 -1.121
N -2.503 1.655 -5.967
N -3.573 -4.323 -4.590
N -0.354 -0.943 3.159
N -6.307 -1.713 -4.615
C 0.462 -1.836 -0.572
C -6.042 -1.228 -3.372
C -0.194 4.702 -2.634
C 0.603 -2.833 -1.750
C 2.873 -0.206 -2.009
C -3.979 3.268 0.370
C 6.103 -1.922 6.807
C -1.916 0.954 -6.978
C 3.218 3.876 0.196
C -0.793 -1.543 4.306
C 5.971 0.058 2.420
C -3.899 -3.452 -5.586
C 4.127 -1.968 -1.277
C -2.036 -3.006 8.006
C 0.460 -0.310 -0.948
C 1.354 0.129 -2.141
H -1.017 6.512 -3.038
H -4.004 -5.229 -4.610
H -8.029 -0.600 -3.132
H 3.230 5.953 -0.054
H -0.862 -0.136 2.848
H -1.551 -4.429 9.371
H -5.545 -2.139 -5.120
H -3.016 1.130 -5.280
H -3.333 -1.477 8.592
H -1.438 3.262 -1.774
H -2.747 -1.427 6.957
H 0.717 -2.978 4.194
H 6.523 2.052 2.750
H -2.934 -4.104 -3.848
H -4.655 1.653 1.514
H -2.643 -1.994 -4.780
H -1.154 2.707 -7.830
H -0.375 -3.097 5.542
H -7.210 -1.668 -5.048
H -5.720 3.739 1.429
H 7.725 0.849 3.073
H 4.416 1.387 1.974
H 2.882 2.737 -1.442
H -5.049 4.988 0.439
H 6.285 0.144 6.495
H -2.141 5.402 -2.327
H 0.208 2.799 -2.074
H 0.435 -1.255 2.625
H -3.219 1.401 0.584
H 5.788 -1.397 4.803
H 5.666 -3.075 5.200
H 4.105 -0.305 1.747
H 2.865 4.435 -1.784
H -3.494 -1.569 -6.223
H -2.449 2.652 -5.876
H 0.298 -2.728 -3.588
H 3.508 5.362 1.547
H -6.953 -0.294 -1.814
H 6.525 -0.422 8.111
H -2.631 -3.235 10.001
H -0.787 1.224 -8.640
*
```

Mulliken population analysis, charges in e, atoms 1 to 99: atom 1 (I): 0.281, atom 2 (F): -0.301, atom 3 (F): -0.234, atom 4 (F): -0.300, atom 5 (F): -0.263, atom 6 (F): -0.328, atom 7 (F): -0.574, atom 8 (O): -0.641, atom 9 (O): -0.653, atom 10 (O): -0.587, atom 11 (O): -0.687, atom 12 (O): -0.617, atom 13 (O): -0.709, atom 14 (O): -0.697, atom 15 (O): -0.306, atom 16 (O): -0.714, atom 17 (O): -0.661, atom 18 (O): -0.385, atom 19 (O): -0.733, atom 20 (O): -0.733, atom 21 (O): -0.325, atom 22 (O): -0.400, atom 23 (O): -0.305, atom 24 (N): -0.405, atom 25 (N): -0.411, atom 26 (N): -0.405, atom 27 (N): -0.262, atom 28 (N): -0.335, atom 29 (N): -0.320, atom 30 (N): -0.318, atom 31 (N): -0.290, atom 32 (N): -0.443, atom 33 (N): -0.045, atom 34 (N): -0.070, atom 35 (N): -0.363, atom 36 (N): -0.418, atom 37 (N): -0.418, atom 38 (N): 0.013, atom 39 (N): -0.217, atom 40 (N): -0.322, atom 41 (N): -0.325, atom 42 (N): -0.175, atom 43 (N): -0.250, atom 44 (C): 1.294, atom 45 (C): 0.547, atom 46 (C): 0.615, atom 47 (C): -0.358, atom 48 (C): 0.223, atom 49 (C): 0.642, atom 50 (C): 0.536, atom 51 (C): 0.709, atom 52 (C): 0.627, atom 53 (C): 0.608, atom 54 (C): 0.654, atom 55 (C): 0.547, atom 56 (C): 0.709, atom 57 (C): 0.570, atom 58 (C): 0.545, atom 59 (C): 0.967, atom 60 (H): 0.238, atom 61 (H): 0.206, atom 62 (H): 0.147, atom 63 (H): 0.164, atom 64 (H): 0.095, atom 65 (H): 0.220, atom 66 (H): 0.219, atom 67 (H): 0.162, atom 68 (H): 0.155, atom 69 (H): 0.228, atom 70 (H): 0.268, atom 71 (H): 0.140, atom 72 (H): 0.152, atom 73 (H): 0.117, atom 74 (H): 0.177, atom 75 (H): -0.065, atom 76 (H): 0.151, atom 77 (H): 0.363, atom 78 (H): 0.148, atom 79 (H): 0.157, atom 80 (H): 0.235, atom 81 (H): 0.194, atom 82 (H): 0.100, atom 83 (H): 0.219, atom 84 (H): 0.163, atom 85 (H): 0.171, atom 86 (H): 0.247, atom 87 (H): 0.027, atom 88 (H): 0.135, atom 89 (H): 0.156, atom 90 (H): 0.162, atom 91 (H): 0.062, atom 92 (H): 0.187, atom 93 (H): 0.190, atom 94 (H): 0.169, atom 95 (H): 0.320, atom 96 (H): 0.237, atom 97 (H): 0.228, atom 98 (H): 0.200, atom 99 (H): 0.155


> Which formula does entry 1 have?

C24H56N8O8